32
Properties=species:S:1:pos:R:3 method="wB97M-V/def2-TZVPD" e_above_lowest_kcal_mol=5.2 e_lumo_ev=-0.073 total_charge=0 largest_force_ev_per_a=0.843 orbital_gap_ev=7.428 homo_ha=-0.2756 e_tot_ha=-3225.22033 mol_weight_g_mol=277.16 spin_multiplicity=1
C -3.576 -3.073 -1.598
C -2.341 -2.578 -2.338
C -2.445 -1.187 -3.008
Br -4.266 -0.424 -3.006
C -1.501 -0.205 -2.275
O -1.961 0.729 -1.584
O -0.290 -0.470 -2.449
H -3.385 -4.045 -1.158
H -3.833 -2.348 -0.838
H -4.405 -3.215 -2.274
H -2.027 -3.319 -3.062
H -1.539 -2.528 -1.610
H -2.162 -1.286 -4.042
C 1.993 1.257 4.363
C 2.569 0.471 3.196
N 1.921 0.822 1.933
C 0.646 0.455 1.550
C 0.443 0.966 0.312
N 1.592 1.619 -0.039
C 2.473 1.528 0.952
C 1.806 2.292 -1.319
H 0.920 1.089 4.457
H 2.468 0.949 5.293
H 2.154 2.326 4.228
H 2.439 -0.599 3.348
H 3.635 0.663 3.092
H 0.030 -0.128 2.211
H -0.389 0.937 -0.389
H 3.464 1.947 0.956
H 2.649 1.834 -1.830
H 2.002 3.348 -1.146
H 0.913 2.175 -1.927